57
Properties=species:S:1:pos:R:3:forces:R:3 method="wB97M-V/def2-TZVPD" total_charge=-1 gap_ha=0.22403 fmax_ev_per_a=11.11 de_lowest_kcal_mol=213.07 homo_ha=-0.1133
C -0.9536 -0.3898 -1.7546 0.2 -0.2 0.9
O -0.7330 -1.2609 -0.6876 -7.4 3.0 0.8
H 0.0453 -0.0922 -2.0738 0.1 0.9 -1.1
H -1.4742 -0.8600 -2.5888 0.4 0.2 -0.5
H -1.4790 0.5049 -1.4209 -0.4 0.6 -0.9
C -2.7111 0.9756 1.0494 -0.5 1.5 0.3
C -1.2461 1.2931 0.9497 -1.2 -1.0 0.7
C -0.7651 2.7713 1.0816 -3.4 0.1 1.5
O -1.5069 3.5806 0.1696 0.8 0.2 -1.1
C -1.1060 4.9408 0.0491 -0.1 -1.4 0.1
N -0.5750 0.5030 1.9650 -2.3 2.1 2.3
H -2.9426 -0.0715 0.8543 0.4 1.0 1.0
H -3.2122 1.5579 0.2762 -0.4 0.0 0.1
H -3.1529 1.2334 2.0120 0.1 0.3 0.3
H -0.9397 0.8315 0.0110 -0.7 0.3 0.6
H 0.3181 2.8271 1.1901 -0.1 0.8 -0.7
H -1.1798 3.0816 2.0407 0.2 0.0 0.7
H -1.2252 5.4325 1.0146 0.1 0.4 0.1
H -1.7514 5.3890 -0.7064 0.0 0.1 0.1
H -0.0723 4.9469 -0.2964 0.2 0.5 0.1
H -0.9903 0.7396 2.8547 -1.0 0.1 0.5
H 0.3023 0.9980 2.0382 -0.1 -0.7 1.0
C 3.5821 -2.7828 2.2939 1.5 0.7 -0.6
C 2.3063 -2.0393 1.8805 0.0 0.0 1.0
C 2.5154 -0.5281 1.4832 -0.9 -1.5 -1.2
O 1.2258 0.0476 1.1212 4.6 -1.7 -0.6
C 1.1511 1.0116 0.0499 3.4 -1.7 -0.7
N 1.5947 -2.8448 0.8969 0.6 -0.2 1.7
H 3.4528 -3.8554 2.4382 -0.5 0.1 0.3
H 4.1207 -2.3733 3.1484 -0.2 0.1 0.4
H 4.3260 -2.7435 1.4982 0.2 0.1 -0.4
H 1.8039 -1.9889 2.8465 -1.0 0.0 -0.1
H 3.2262 -0.5153 0.6569 0.1 0.4 -0.2
H 3.0196 -0.1011 2.3501 -0.3 0.8 0.2
H 0.2541 1.6305 0.0284 2.2 -0.8 -0.4
H 1.2581 0.4023 -0.8475 -0.5 0.8 0.2
H 2.1019 1.5296 0.1755 0.0 1.1 -0.5
H 1.9308 -2.5566 -0.0109 -1.4 -0.4 0.6
H 1.9635 -3.7768 1.0210 -0.2 -0.5 0.0
C 3.3983 -2.2078 -1.3488 -0.5 1.3 -0.8
C 2.2070 -1.2782 -1.8450 1.0 -3.5 0.4
O 1.0083 -1.8885 -1.1836 10.1 0.0 -4.6
H 3.3830 -2.1201 -0.2625 0.7 -0.5 -0.6
H 4.3698 -1.8711 -1.7108 0.1 0.2 -0.1
H 3.2436 -3.2273 -1.7020 -0.1 0.0 0.3
H 2.2146 -1.3289 -2.9338 -0.5 -0.2 -0.3
H 2.5530 -0.2623 -1.6549 -0.6 0.2 0.6
H 0.1780 -1.5177 -1.4915 -0.6 -0.7 0.4
C -4.3584 0.5246 -1.9432 -1.3 2.5 -0.1
C -3.8019 -0.8070 -1.8028 0.9 -1.6 1.9
O -3.3492 -1.0208 -0.4253 -2.2 -1.0 -2.7
H -5.1388 0.6993 -1.2026 -0.6 -0.3 -0.2
H -4.7149 0.7153 -2.9554 -0.4 -0.1 -0.1
H -3.7356 1.3940 -1.7326 0.9 -0.4 -0.1
H -2.9525 -0.9197 -2.4765 -0.9 -0.5 0.0
H -4.5594 -1.5777 -1.9458 0.0 0.0 -0.4
H -2.4272 -0.7540 -0.4412 1.3 -1.1 0.1